Below is a molecular structure, C4H9CrLiO4, with properties calculated with the ωB97M-V functional and the def2-TZVPD basis.

Results
Orbital gap (spin up / spin down) in eV: 5.80 / 5.88
HOMO (spin up / spin down) in Ha: -0.2197 / -0.2309
DFT total energy in eV: -41103.56079
Total charge: 0
E_LUMO (spin up / spin down) in eV: -0.180 / -0.406
Molar mass in u: 180.05
Maximum force in Eh/bohr: 0.0777
Spin multiplicity: 5
ΔE to the lowest compared entry with this formula, charge and spin in kcal/mol: 118.6

CARTESIAN COORDINATES (ANGSTROEM)
O  0.8046  0.6642  -1.6220
Li  2.5279  0.6571  -0.9130
O  1.7666  -0.4341  0.4743
C  1.2427  -1.6523  0.8196
O  -0.1809  -1.7678  0.7715
C  -0.8347  -1.3244  -0.4447
C  -2.0698  -0.6041  0.0367
O  -1.6796  0.6699  0.5885
C  -2.7204  1.4878  1.0836
Cr  0.2980  0.8900  0.2721
H  1.5633  -2.0178  1.8118
H  1.5706  -2.4079  0.0719
H  -0.3544  -0.6261  -1.9575
H  -0.2329  -1.9312  -1.1406
H  -2.5996  -1.1498  0.8361
H  -2.7848  -0.4253  -0.7807
H  -2.2447  2.3714  1.5241
H  -3.3981  1.7914  0.2721
H  -3.2774  0.9247  1.8470

Forces on atoms 1 to 2 (eV/Å):
-0.5 1.0 0.9
-0.8 -0.9 -0.4

These are the natural (NBO) partial charges, in e, on atoms 1 to 4: O -1.358; Li 0.956; O -0.966; C 0.244

=====

Below is 2 unconnected molecules or ions with the total composition C4H9FN, with properties calculated with the ωB97M-V functional and the def2-TZVPD basis.

Results
Orbital gap (spin up / spin down) in eV: 5.01 / 7.27
HOMO (spin up / spin down) in Ha: -0.3000 / -0.5287
DFT total energy in eV: -8486.64164
Total charge: +1
E_LUMO (spin up / spin down) in eV: -3.153 / -7.111
Molar mass in u: 90.12
Maximum force in Eh/bohr: 0.1456
Spin multiplicity: 3
ΔE to the lowest compared entry with this formula, charge and spin in kcal/mol: 74.1

CARTESIAN COORDINATES (ANGSTROEM)
C  -0.1586  -1.4311  2.3338
C  -0.6835  -1.1619  1.2945
C  0.3957  -1.7500  3.6249
C  -0.6454  1.6218  -1.8589
N  0.1513  0.4187  -2.1889
F  -1.0152  -0.8717  0.0575
H  -0.3733  1.9903  -0.8717
H  -0.3261  -1.5481  4.4131
H  0.6705  -2.8050  3.6542
H  1.2860  -1.1423  3.7870
H  -1.7033  1.3624  -1.8489
H  -0.4831  2.4086  -2.5909
H  1.1570  0.6206  -2.1503
H  -0.0801  0.0689  -3.1277
H  -0.0699  -0.3220  -1.5000

Forces on atoms 1 to 2 (eV/Å):
4.8 -1.9 5.5
-5.8 1.2 -1.5

These are the natural (NBO) partial charges, in e, on atoms 1 to 4: C 0.060; C 0.367; C -0.735; C -0.442

=====

Below is C4H9FN2 in the gas phase, with properties calculated with the ωB97M-V functional and the def2-TZVPD basis.

Results
Orbital gap in eV: 9.56
HOMO in Ha: -0.3157
DFT total energy in eV: -9990.81368
Total charge: 0
E_LUMO in eV: 0.970
Molar mass in u: 104.13
Maximum force in Eh/bohr: 0.0428
Structure (SMILES): [H]/N=C(\CF)N(C)C
Spin multiplicity: 1
ΔE to the lowest compared entry with this formula, charge and spin in kcal/mol: 21.9

CARTESIAN COORDINATES (ANGSTROEM)
H  0.9715  2.5206  0.3676
N  0.1298  1.9604  0.2491
C  0.4417  0.8038  -0.1581
C  1.8433  0.3642  -0.3771
F  2.2510  -0.5606  0.6045
N  -0.5355  -0.1487  -0.1365
C  -0.3046  -1.5681  -0.0244
C  -1.8321  0.2870  0.2188
H  1.8846  -0.1529  -1.3246
H  2.5281  1.2133  -0.3909
H  0.6828  -1.8428  -0.4108
H  -1.0805  -2.0831  -0.6067
H  -0.3918  -1.9103  1.0436
H  -2.1020  1.2372  -0.2497
H  -1.9744  0.3255  1.3287
H  -2.5118  -0.4455  -0.1333

Forces on atoms 1 to 2 (eV/Å):
-0.2 0.2 -0.4
0.3 1.6 0.1

These are the natural (NBO) partial charges, in e, on atoms 1 to 4: H 0.336; N -0.702; C 0.392; C -0.009

=====

Below is a gas-phase ion, C4H9FN2OP (charge +1), with properties calculated with the ωB97M-V functional and the def2-TZVPD basis.

Results
Orbital gap in eV: 10.81
HOMO in Ha: -0.5149
DFT total energy in eV: -21320.13730
Total charge: +1
E_LUMO in eV: -3.204
Molar mass in u: 151.10
Maximum force in Eh/bohr: 0.1209
Structure (SMILES): [NH2+]=C1NC[C@@](F)(P)CO1
Spin multiplicity: 1
ΔE to the lowest compared entry with this formula, charge and spin in kcal/mol: 0.0

CARTESIAN COORDINATES (ANGSTROEM)
N  1.8643  2.2718  -0.3436
C  1.1240  1.2086  -0.0600
N  1.3434  0.0012  -0.5914
C  0.4571  -1.1563  -0.6994
C  -0.9367  -0.6420  -0.1873
F  -1.5497  0.0160  -1.2869
P  -2.0646  -2.1331  0.0419
C  -0.8386  0.3424  0.9280
O  0.1228  1.4105  0.8041
H  2.7311  2.1339  -0.7956
H  1.8495  2.9951  0.3974
H  2.1675  -0.3125  -1.0454
H  0.8020  -1.8840  -0.0892
H  0.4433  -1.4070  -1.6732
H  -3.2132  -1.4046  0.2728
H  -1.9516  -2.0741  1.3842
H  -1.7937  0.6619  1.0886
H  -0.5571  -0.0280  1.8550

Forces on atoms 1 to 2 (eV/Å):
-0.7 0.5 1.9
-0.9 -1.2 0.4

These are the natural (NBO) partial charges, in e, on atoms 1 to 4: N -0.730; C 0.815; N -0.571; C -0.226

=====

Below is 2 unconnected molecules or ions with the total composition C4H9FN2S, with properties calculated with the ωB97M-V functional and the def2-TZVPD basis.

Results
Orbital gap (spin up / spin down) in eV: 7.28 / 8.23
HOMO (spin up / spin down) in Ha: -0.2385 / -0.3601
DFT total energy in eV: -20820.71514
Total charge: 0
E_LUMO (spin up / spin down) in eV: 0.788 / -1.567
Molar mass in u: 136.20
Maximum force in Eh/bohr: 0.0835
Spin multiplicity: 3

CARTESIAN COORDINATES (ANGSTROEM)
C  -1.3477  -0.6406  -0.4758
C  -2.0992  0.5947  -0.7991
C  0.1042  -0.5326  -1.1729
C  1.4398  -0.4718  1.1730
N  -1.7968  -1.5082  0.2862
N  2.2697  1.5444  0.6734
F  2.2100  -0.8153  2.2022
S  1.4818  -1.4719  -0.2149
H  -2.1530  1.2526  0.0234
H  -3.1441  0.2036  -1.1385
H  -1.5419  1.0148  -1.6976
H  0.4713  0.5353  -1.3651
H  0.2557  -0.8184  -2.1939
H  0.4562  -0.1080  1.4334
H  -1.0981  -2.1440  0.6409
H  1.5024  1.9932  1.2043
H  2.9897  1.3722  1.4210

Forces on atoms 1 to 2 (eV/Å):
2.6 1.3 -1.4
-1.5 -1.6 -3.7

These are the natural (NBO) partial charges, in e, on atoms 1 to 4: C 0.318; C -0.672; C -0.602; C -0.022

=====

Below is 2 unconnected molecules or ions with the total composition C4H9FNO2, with properties calculated with the ωB97M-V functional and the def2-TZVPD basis.

Results
Orbital gap in eV: 6.78
HOMO in Ha: -0.1095
DFT total energy in eV: -12593.15166
Total charge: -1
E_LUMO in eV: 3.800
Molar mass in u: 122.12
Maximum force in Eh/bohr: 0.0779
Spin multiplicity: 1
ΔE to the lowest compared entry with this formula, charge and spin in kcal/mol: 32.9

CARTESIAN COORDINATES (ANGSTROEM)
C  -0.0806  -1.1137  -0.8011
C  1.0593  -0.5610  1.5375
C  -1.1232  1.6357  -0.4002
C  0.5277  0.0169  0.1303
N  1.6450  0.8423  -0.5284
O  2.0901  1.6240  0.3164
O  -0.5046  0.8733  0.5463
F  2.8453  -0.4556  -0.6164
H  0.0480  -2.1040  -0.4502
H  0.3507  -0.9701  -1.7201
H  -1.1732  -0.8968  -0.9228
H  1.5899  -1.6266  1.6643
H  0.1972  -0.5023  2.2247
H  1.7814  0.2649  1.7936
H  -1.3074  2.6368  -0.0991
H  -2.2558  1.3703  -0.5943
H  -0.8079  1.5067  -1.4106

Forces on atoms 1 to 2 (eV/Å):
-1.3 2.5 1.8
0.7 -0.1 -0.3

These are the natural (NBO) partial charges, in e, on atoms 1 to 4: C -0.643; C -0.657; C -0.234; C 0.361

=====

Q: Which of these has the lowest maximum force?
A: C4H9FN2

=====

Q: spin multiplicity of number 3 (C4H9FN2)?
A: 1

=====

Q: The highest maximum force belongs to which entry?
A: C4H9FN